1.
The following is a DFT calculation (ωB97M-V with the def2-TZVPD basis set) of a cluster of 11 separate species, C4H31NO10 in total at a distorted geometry.

Each line ends with the Mulliken charge.
Element x y z (Å)
O (-0.03208, -1.47496, 0.78826)  -0.7040
O (-1.65933, -1.89385, -1.28619)  -0.5377
O (-1.93138, -3.33079, 1.12300)  -0.5904
O (0.45910, -0.18912, -3.08474)  -0.6047
O (1.01426, -3.11646, -2.04285)  -0.6824
O (1.69435, -3.64940, 0.48754)  -0.7758
O (-2.18750, 0.29717, -2.60271)  -0.7068
O (3.53761, 0.15846, -2.87403)  -0.6271
O (1.21732, 3.03840, -0.87314)  -0.5761
O (-1.79522, 1.76100, -0.35422)  -0.6588
N (0.56856, 1.63556, 1.63259)  0.1755
C (0.48320, 2.50290, 2.83774)  -0.6852
C (-1.91757, 2.00935, 3.47594)  -0.9916
C (1.69855, 0.69908, 1.73468)  -1.1070
C (-0.97082, 3.02493, 2.84195)  -0.3231
H (-2.18215, -4.05060, 1.72433)  0.2760
H (-1.15793, -2.84717, 1.43449)  0.3694
H (1.79259, -2.62141, -2.38224)  0.3129
H (0.74803, 0.13782, -2.22374)  0.2853
H (1.19715, 3.86781, -1.35087)  0.2683
H (1.40213, -3.63108, -0.44504)  0.4766
H (-1.14674, 3.36252, 1.79034)  0.0577
H (-0.90846, 2.00902, -0.08588)  0.3621
H (3.18355, -0.18297, -2.05179)  0.2822
H (0.73832, 2.01027, 3.75455)  0.3885
H (-1.91032, -2.77528, -0.97187)  0.2696
H (-2.22438, 1.22311, 2.70244)  0.1773
H (-3.00834, 0.77728, -2.57599)  0.2395
H (1.28587, 3.25733, 0.05861)  0.2701
H (-2.45664, -1.49987, -1.63982)  0.2640
H (-1.11746, 3.99468, 3.20972)  0.4773
H (1.06206, 3.48486, 2.74485)  0.2136
H (2.63243, 1.19923, 1.73633)  0.4815
H (0.26459, -2.57167, -2.30970)  0.3584
H (-1.57404, 1.46236, 4.36952)  0.3116
H (-0.25440, 1.10310, 1.46360)  0.1274
H (-2.43859, 2.47355, -0.42428)  0.2570
H (2.24457, -2.88304, 0.66555)  0.2857
H (-1.52620, 0.44842, -1.92122)  0.4198
H (1.73504, 0.05365, 2.63218)  0.3758
H (-2.93560, 2.39708, 3.67820)  0.3436
H (-0.66486, -1.64966, -0.01208)  0.4500
H (-0.43130, 0.16760, -3.21883)  0.2929
H (2.84354, -0.14606, -3.51816)  0.3449
H (0.41621, -2.34169, 0.84873)  0.3573
H (1.72372, 0.13091, 0.73469)  -0.0009

Summary:
- relative energy (zero: lowest compared OMol25 entry of this formula, charge and spin) (kJ/mol) = 277.85
- SMILES = CCCNC.O.O.O.O.O.O.O.O.O.O
- charge = 0



2.
The following is a DFT calculation (ωB97M-V with the def2-TZVPD basis set) of the molecule C20H21FN4O2S.

Each line ends with the Mulliken charge.
Element x y z (Å)
S (-0.02563, -3.00581, 1.11727)  -0.0678
F (0.58152, 2.79822, -0.67243)  -0.5096
O (3.27460, -1.20872, -0.12744)  -0.7290
O (1.09882, 0.49398, 3.34374)  -0.4213
N (-3.43065, 2.30283, -0.85757)  0.4332
N (1.36271, -1.33965, -1.30389)  0.2475
N (-4.03395, 2.60708, -2.00001)  -1.1498
N (0.07129, 0.63977, -2.48769)  0.7486
C (-0.62930, 1.73337, -3.12729)  -1.0786
C (0.54919, -0.11067, 4.49064)  -0.8576
C (-1.29030, 1.56118, 0.09445)  0.1797
C (2.09298, -1.52257, -0.17806)  0.6714
C (1.46724, 0.54722, -2.87311)  -0.8067
C (-0.58928, -0.64049, -2.58441)  -1.3402
C (-1.04833, 0.36815, 2.19657)  -0.2908
C (0.31926, -3.51686, 2.71841)  -0.1800
C (2.20159, -2.31938, 2.16893)  -0.6062
C (1.53217, -3.07594, 3.14691)  -0.7421
C (2.02725, -0.82436, -2.48093)  -1.1085
C (1.49796, -2.17897, 1.00093)  0.2278
C (-1.80546, 0.75290, 1.10539)  -0.9353
C (-1.88877, 2.04749, -2.39229)  1.3405
C (0.27757, 0.77864, 2.30459)  0.6406
C (0.04317, 1.95404, 0.22571)  0.8530
C (-3.12018, 2.44701, -2.93684)  -1.3284
C (-0.06624, -1.51357, -1.43815)  -0.5386
C (0.82376, 1.56767, 1.29094)  -0.6715
C (-2.12485, 1.96718, -1.02562)  -0.3264
H (-3.92980, 2.38051, 0.01418)  0.2245
H (-0.42519, -1.12799, -3.56163)  0.3426
H (1.88649, -1.54276, -3.29657)  0.3702
H (-1.66439, -0.50133, -2.45849)  0.4862
H (-0.86617, 1.52093, -4.18629)  0.4532
H (-2.82622, 0.40644, 1.03106)  0.4388
H (0.03287, 2.60458, -3.10185)  0.3735
H (2.00694, 1.34308, -2.35295)  0.3778
H (-1.50044, -0.25328, 2.95280)  0.4400
H (-0.26536, 0.49196, 4.90523)  0.3993
H (3.17545, -1.88388, 2.29510)  0.4959
H (1.84949, 1.88920, 1.36201)  0.4970
H (-0.40067, -4.11300, 3.24453)  0.4903
H (0.18771, -1.12218, 4.28316)  0.2694
H (-3.36084, 2.62184, -3.96647)  0.5366
H (1.93663, -3.28871, 4.12040)  0.4865
H (1.60647, 0.68754, -3.95993)  0.3209
H (-0.31766, -2.56750, -1.61968)  0.3866
H (-0.55417, -1.18626, -0.51667)  0.3054
H (1.36298, -0.16342, 5.21162)  0.2294
H (3.09170, -0.75313, -2.25530)  0.4219

Summary:
- relative energy (zero: lowest compared OMol25 entry of this formula, charge and spin) (kJ/mol) = 215.07
- SMILES = COc1ccc(-c2[nH]ncc2CN2CCN(C(=O)c3cccs3)CC2)c(F)c1
- charge = 0



3.
The following is a DFT calculation (ωB97M-V with the def2-TZVPD basis set) of a structure of composition C19H42BBeNO2P2 at a distorted geometry.

Each line ends with the Mulliken charge.
Element x y z (Å)
P (0.58860, 2.52798, 0.48886)  1.2271
P (-2.37237, 0.01513, -2.09296)  1.8609
O (0.14416, -0.76907, 0.28947)  0.1664
O (1.91929, 0.54663, -2.86434)  -0.5289
N (-0.31310, 3.02651, -3.04037)  0.1028
C (-0.45220, -4.36968, 0.03944)  -1.6623
C (1.33576, 0.65079, -1.85924)  0.2132
C (0.62103, -1.50510, 1.30835)  1.5351
C (0.05163, -3.03528, 3.06994)  -0.3232
C (-0.15742, -2.58659, 1.76808)  0.0493
C (-3.49538, -0.60204, -0.85392)  -1.0941
C (0.59822, 2.18120, 2.27750)  -1.1879
C (-1.24459, -1.29568, -2.52784)  -0.9102
C (2.86811, -0.31704, 1.23483)  3.3376
C (3.63535, -1.22191, 0.26533)  -1.6321
C (1.09621, -2.50879, 3.82085)  -1.3480
C (-3.25861, 0.52880, -3.56036)  -1.1413
C (-0.52782, 3.97049, 0.45745)  -1.2569
C (1.81117, -1.11761, 1.97384)  -0.2469
C (2.22318, 3.28411, 0.13655)  -1.2599
C (3.84229, 0.39010, 2.17018)  -1.9088
C (-1.14695, -3.24390, 0.81617)  2.3744
C (-2.39554, -3.76891, 1.51757)  -1.7942
C (1.97613, -1.57141, 3.28852)  -0.6851
B (-1.79176, 3.48122, -2.56616)  -0.0431
Be (0.63778, 0.53185, -0.29824)  -0.5442
H (-0.70310, -1.63134, -1.63511)  -0.0591
H (4.46284, -0.35016, 2.69029)  0.4931
H (-0.18938, -5.18689, 0.72430)  0.3827
H (-2.53560, 3.35456, -3.50396)  -0.1876
H (2.99575, 2.51201, 0.02161)  0.2198
H (-2.92519, -0.96963, 0.01235)  0.1840
H (-0.21475, 4.69702, 1.22343)  0.4933
H (1.25620, -2.86503, 4.83422)  0.3890
H (-1.10341, -4.78148, -0.74051)  0.4130
H (-1.71125, 4.63000, -2.21694)  -0.1146
H (-2.87181, -2.97419, 2.10264)  0.4101
H (-4.16957, 0.20378, -0.52959)  0.4436
H (2.17441, 3.86036, -0.80062)  0.3670
H (-1.84112, -2.12969, -2.93184)  0.5017
H (0.35926, 3.80008, -3.02341)  0.3666
H (-3.94931, -0.28598, -3.81458)  0.4385
H (-4.07901, -1.41998, -1.30224)  0.4156
H (-1.46515, -2.48622, 0.08992)  -1.4757
H (4.37838, -0.63911, -0.29631)  0.4230
H (-0.52443, 4.46511, -0.52038)  0.2706
H (-0.44744, 2.08958, 2.60205)  0.3719
H (-3.81842, 1.45052, -3.37594)  0.3883
H (-1.55158, 3.64073, 0.67554)  0.3497
H (2.96925, -1.71323, -0.45761)  0.2759
H (1.10008, 1.23103, 2.50264)  0.1509
H (-2.10846, 2.73490, -1.62088)  -0.0482
H (0.46717, -4.01140, -0.44017)  0.3324
H (2.35980, 0.46943, 0.61181)  -1.9970
H (0.09553, 2.27105, -2.42922)  -0.5524
H (2.80398, -1.18529, 3.88887)  0.3874
H (1.08963, 3.00111, 2.81863)  0.4642
H (3.32980, 1.01200, 2.91405)  0.3259
H (-1.72809, 1.12423, -1.48564)  -0.6538
H (4.16667, -2.00459, 0.83066)  0.4014
H (-2.13024, -4.59742, 2.18341)  0.4365
H (-2.56817, 0.69102, -4.40022)  0.3622
H (4.50975, 1.04623, 1.59629)  0.4314
H (-0.32316, 2.65104, -3.99656)  0.3739
H (-0.52161, -0.96573, -3.28285)  0.3859
H (2.50660, 3.95187, 0.96339)  0.4238
H (-3.11468, -4.12961, 0.77134)  0.4015
H (-0.62334, -3.78245, 3.48766)  0.3141

Summary:
- relative energy (zero: lowest compared OMol25 entry of this formula, charge and spin) (kJ/mol) = 0.00
- expectation value of S² = 0.7520
- multiplicity = 2
- charge = +1



4.
The following is a DFT calculation (ωB97M-V with the def2-TZVPD basis set) of a cluster of 2 separate species, C4H9N3 in total at a distorted geometry.

Each line ends with the Mulliken charge.
Element x y z (Å)
N (3.30428, -0.37303, 0.38830)  -0.4021
N (0.33110, 0.47054, -0.76572)  -0.1651
N (-0.27474, -1.82159, -0.71986)  -0.6173
C (0.16136, 1.82263, -0.27379)  -0.7984
C (-0.80972, -0.54005, 1.16909)  -1.1585
C (2.20596, -0.21172, 0.13710)  0.1212
C (-0.67351, -0.48290, -0.31161)  0.2557
H (-0.45874, 1.99296, 0.60189)  0.3024
H (-1.73593, -0.94714, 1.47295)  0.4028
H (0.00083, -1.11297, 1.52786)  0.3743
H (-0.93079, -2.32195, -1.26263)  0.2334
H (-0.24464, 2.56383, -0.97100)  0.3293
H (1.21525, 2.22367, -0.02617)  0.2771
H (-0.91898, 0.54981, 1.38591)  0.2596
H (0.43957, -1.71233, -1.41281)  0.2449
H (-1.61129, -0.09977, -0.93951)  0.3407

Summary:
- relative energy (zero: lowest compared OMol25 entry of this formula, charge and spin) (kJ/mol) = 520.02
- charge = 0



Respective electronic energy values: -978.09863 -1642.27323 -1676.51871 -321.89229 a.u..